Model w:
ORCA calculation (wB97M-V/def2-TZVPD) on a 2-piece molecular cluster, C16H17N overall.

ORCA input file:
```
! wB97M-V def2-TZVPD RIJCOSX def2/J DEFGRID3
* xyz 0 1
N 0.800 -0.431 1.642
C -1.788 -2.525 0.065
C -1.412 -0.234 1.684
C 2.531 1.566 -1.093
C 0.524 1.931 -2.354
C 1.526 2.426 -1.527
C -0.858 0.969 2.211
C 1.586 -1.700 -2.757
C -0.356 -1.114 1.390
C -0.559 -2.244 0.593
C -2.875 -1.762 0.600
C -2.731 -0.623 1.385
C 0.531 0.619 -2.770
C 2.463 0.218 -1.441
C 1.495 -0.273 -2.319
C -1.630 2.120 2.729
C 0.523 0.822 2.138
H -2.121 2.637 1.890
H 1.278 1.476 2.535
H 0.334 -2.847 0.414
H -0.925 2.784 3.205
H 3.200 -0.441 -1.007
H -2.510 1.784 3.283
H -1.893 -3.303 -0.673
H 2.602 -2.065 -2.878
H 1.414 3.461 -1.232
H -0.334 2.558 -2.564
H -3.865 -2.032 0.244
H 3.275 1.888 -0.380
H -0.191 0.244 -3.490
H 1.075 -1.961 -3.692
H 1.612 -0.744 1.144
H -3.638 -0.275 1.855
H 0.982 -2.289 -2.055
*
```

As for the structure (SMILES): Cc1c[nH]c2ccccc12.Cc1ccccc1. As for the HOMO energy: -7.71 eV. The gap between HOMO and LUMO is 8.6 eV.

---

Model x:
ORCA calculation (wB97M-V/def2-TZVPD) on a 2-piece molecular cluster, C16H17N overall.

ORCA input file:
```
! wB97M-V def2-TZVPD RIJCOSX def2/J DEFGRID3
* xyz 0 1
N -0.244 -1.760 0.396
C -1.203 1.647 -1.031
C -2.537 -0.463 2.984
C 1.690 1.231 -3.411
C -2.124 -1.365 2.046
C -0.294 1.079 -2.085
C 0.744 1.843 -2.585
C 0.498 -0.834 -3.282
C 1.294 -0.352 1.332
C 2.607 0.185 1.821
C -0.414 0.654 3.028
C -1.759 0.674 3.330
C 1.532 -0.084 -3.812
C 0.026 -0.227 2.023
C 1.049 -1.206 0.312
C -0.838 -1.185 1.502
C -0.432 -0.266 -2.422
H 3.039 0.916 1.129
H -1.727 2.525 -1.418
H 1.664 -1.508 -0.518
H -1.216 -0.825 -1.941
H 3.339 -0.619 1.762
H -2.282 1.559 3.648
H -3.549 -0.423 3.371
H -0.606 2.120 -0.243
H -2.632 -2.254 1.688
H -0.297 -2.736 0.150
H 2.525 0.557 2.826
H 0.808 2.922 -2.502
H 2.238 -0.480 -4.530
H 0.323 -1.839 -3.660
H 2.533 1.862 -3.668
H 0.189 1.556 3.123
H -1.896 0.947 -0.575
*
```

As for the structure (SMILES): Cc1c[nH]c2ccccc12.Cc1ccccc1. As for the HOMO energy: -7.93 eV. The gap between HOMO and LUMO is 8.8 eV.

---

Energetically preferred structure: model w | next structure: +0.282 eV

---

Model w:
ORCA calculation (wB97M-V/def2-TZVPD) on a 2-piece molecular cluster, C16H17N overall.

ORCA input file:
```
! wB97M-V def2-TZVPD RIJCOSX def2/J DEFGRID3
* xyz 0 1
N -1.177 -0.794 0.918
C 0.752 -0.019 2.065
C 0.262 2.695 1.622
C 0.395 0.410 -2.786
C 0.898 -0.813 -2.592
C -0.588 1.640 1.069
C -1.323 -1.721 -2.189
C 0.644 -1.497 2.135
C 1.271 2.246 2.479
C -1.352 2.108 -2.833
C -0.436 0.342 1.402
C -1.758 -0.433 -2.319
C -0.524 -1.952 1.527
C 0.019 -1.890 -2.339
C 1.688 -2.199 2.977
C -0.913 0.616 -2.625
C 1.638 0.899 2.642
H 1.913 -0.934 -2.549
H -0.682 2.767 -2.197
H -1.829 -0.983 0.186
H 0.439 -2.823 -2.325
H 1.267 -2.990 3.515
H 1.762 -1.796 3.949
H -0.926 -2.912 1.419
H 1.962 3.053 2.763
H -0.010 3.705 1.418
H -1.214 2.139 -3.868
H -1.953 -2.561 -1.864
H -2.788 -0.229 -2.174
H 2.699 -2.406 2.509
H 2.392 0.575 3.210
H -2.342 2.376 -2.344
H 1.053 1.358 -3.078
H -1.240 2.021 0.274
*
```

As for the structure (SMILES): Cc1c[nH]c2ccccc12.Cc1ccccc1. As for the HOMO energy: -7.67 eV. The gap between HOMO and LUMO is 8.6 eV.

---

Model x:
ORCA calculation (wB97M-V/def2-TZVPD) on a 2-piece molecular cluster, C16H17N overall.

ORCA input file:
```
! wB97M-V def2-TZVPD RIJCOSX def2/J DEFGRID3
* xyz 0 1
N 1.899 0.644 -1.655
C -1.235 -0.249 1.373
C 1.841 -0.690 0.146
C 1.487 -1.795 0.915
C 0.355 -2.686 -0.995
C -1.932 -0.479 0.168
C -1.550 2.182 1.027
C 0.683 -1.582 -1.762
C -2.242 1.892 -0.158
C -1.134 1.086 1.753
C -2.263 0.593 -0.674
C 1.535 -0.605 -1.231
C 2.393 0.624 0.555
C 0.677 -2.775 0.385
C 2.620 0.864 1.993
C 2.282 1.398 -0.525
C -2.912 0.380 -2.001
H 1.975 0.886 -2.631
H 2.666 2.375 -0.745
H -0.920 -1.043 2.021
H -2.600 1.130 -2.753
H -2.865 2.677 -0.571
H 1.694 -1.855 1.982
H -2.528 -0.474 -2.564
H 0.231 -1.624 -2.742
H 3.417 0.175 2.322
H -1.671 3.152 1.489
H -4.000 0.475 -2.009
H -0.547 1.300 2.655
H 0.247 -3.581 0.956
H 3.064 1.861 2.100
H -2.112 -1.477 -0.208
H -0.398 -3.402 -1.323
H 1.844 0.622 2.706
*
```

As for the structure (SMILES): Cc1c[nH]c2ccccc12.Cc1ccccc1. As for the HOMO energy: -7.94 eV. The gap between HOMO and LUMO is 8.9 eV.

---

Energetically preferred structure: model x | next structure: +1.852 eV

---

Model w:
ORCA calculation (wB97M-V/def2-TZVPD) on a 2-piece molecular cluster, C2H4O2P overall.

ORCA input file:
```
! wB97M-V def2-TZVPD RIJCOSX def2/J DEFGRID3
* xyz -1 1
P 1.854 -0.322 -0.261
O -2.253 0.950 -0.525
O -1.911 -1.177 0.173
C 0.490 0.607 0.480
C -1.784 -0.077 -0.158
H 0.275 0.190 1.367
H 1.419 -0.410 -1.610
H 0.680 1.756 0.638
H 1.229 -1.516 -0.104
*
```

As for the HOMO energy: -2.06 eV. The gap between HOMO and LUMO is 6.2 eV.

---

Model x:
ORCA calculation (wB97M-V/def2-TZVPD) on a 2-piece molecular cluster, C2H4O2P overall.

ORCA input file:
```
! wB97M-V def2-TZVPD RIJCOSX def2/J DEFGRID3
* xyz -1 1
P -0.422 0.555 -0.350
O -0.713 3.375 -1.423
O -2.594 2.126 -1.477
C -1.662 2.732 -1.370
C 0.681 -0.706 -0.015
H 1.619 -0.243 0.065
H -0.818 1.282 0.776
H -1.663 0.024 -0.072
H 0.391 -1.071 0.960
*
```

As for the HOMO energy: -2.00 eV. The gap between HOMO and LUMO is 5.6 eV.

---

Energetically preferred structure: model w | next structure: +0.564 eV

---

Model w:
ORCA calculation (wB97M-V/def2-TZVPD) on a 2-piece molecular cluster, CH3ClO2S overall.

ORCA input file:
```
! wB97M-V def2-TZVPD RIJCOSX def2/J DEFGRID3
* xyz 0 1
Cl 1.780 0.801 -0.106
S -1.395 1.644 0.092
O 0.095 -1.002 -1.108
O 0.213 -0.772 1.202
C 0.403 -0.316 -0.022
H 0.882 -0.484 1.798
H -2.085 2.051 -1.018
H 0.107 -1.922 -0.837
*
```

As for the HOMO energy (spin up / spin down): -8.03 / -8.01 eV. The gap between HOMO and LUMO (spin up / spin down) is 7.3 / 7.2 eV.

---

Model x:
ORCA calculation (wB97M-V/def2-TZVPD) on a 2-piece molecular cluster, CH3ClO2S overall.

ORCA input file:
```
! wB97M-V def2-TZVPD RIJCOSX def2/J DEFGRID3
* xyz 0 1
Cl -3.545 -1.114 -0.353
S -2.306 0.450 0.374
O 0.478 -0.646 0.780
O -2.927 1.653 -0.135
C 0.197 -0.124 -0.447
H -0.156 -0.671 -1.203
H -0.118 -1.350 1.099
H 0.788 0.758 -0.617
*
```

As for the HOMO energy (spin up / spin down): -8.26 / -8.80 eV. The gap between HOMO and LUMO (spin up / spin down) is 7.2 / 8.6 eV.

---

Energetically preferred structure: model w | next structure: +0.418 eV

---

Model w:
ORCA calculation (wB97M-V/def2-TZVPD) on a 3-piece molecular cluster, C32H60BF3O11PS overall.

ORCA input file:
```
! wB97M-V def2-TZVPD RIJCOSX def2/J DEFGRID3
* xyz -1 1
S 1.040 2.574 3.314
P -3.052 -0.664 2.219
F -2.139 -4.583 0.060
F -4.241 -5.446 -0.072
F -3.426 -5.036 2.013
O -5.605 -0.554 5.078
O 4.463 0.067 -6.010
O 6.480 2.206 -1.597
O 3.938 2.468 0.105
O 2.785 -1.775 -7.849
O 4.526 0.753 -9.003
O -3.673 1.617 4.174
O -1.518 0.779 4.471
O -0.462 -4.637 3.479
O 6.437 1.374 1.569
O -0.459 -3.913 5.703
C -4.568 -1.237 4.781
C 4.966 3.426 -0.142
C -6.966 0.337 2.316
C 5.085 0.927 1.660
C 6.968 1.742 2.826
C -7.970 -0.752 2.837
C -1.660 -1.884 2.704
C 4.354 2.053 -9.534
C -1.223 -2.143 4.190
C -3.410 -4.518 0.667
C 3.085 0.130 -6.383
C -0.697 -3.659 4.481
C -0.382 0.724 1.600
C 5.625 0.676 -8.099
C -7.039 1.730 2.973
C -5.904 -0.094 1.160
C 5.579 3.308 -1.532
C 4.373 1.123 0.326
C -1.887 0.519 1.214
C 0.067 2.296 1.725
C 2.443 -1.239 -6.573
C -4.436 0.410 1.439
C -1.826 0.990 5.875
C -4.230 -1.747 3.299
C 2.715 -3.187 -7.876
C 6.528 1.624 -2.886
C -3.212 -1.784 0.636
C 5.369 -0.372 -7.022
C -8.086 1.973 4.117
C -4.112 -3.050 0.568
C -9.007 -0.533 3.958
C -9.058 0.857 4.633
B -2.740 0.572 3.684
H 5.536 1.275 -3.190
H 4.973 0.763 -0.513
H -1.933 0.361 0.073
H -4.084 0.743 0.377
H -2.005 -2.953 2.389
H 5.107 -0.138 1.916
H 3.472 2.044 -10.175
H 0.054 0.227 2.524
H -0.908 0.644 6.476
H 3.459 0.522 0.340
H 7.197 0.763 -2.847
H 6.509 0.392 -8.685
H -5.084 -3.165 1.139
H 5.811 1.646 -7.626
H -6.333 2.567 2.657
H -4.566 1.474 1.889
H -8.178 2.977 4.674
H 5.726 3.403 0.641
H 4.476 4.402 -0.076
H 6.379 2.551 3.270
H 5.226 2.340 -10.130
H 2.582 0.626 -5.547
H 4.782 3.205 -2.275
H -5.270 -1.947 2.892
H 4.189 2.779 -8.732
H 7.987 2.103 2.674
H 6.316 -0.556 -6.505
H 2.945 0.771 -7.257
H -1.922 -1.930 5.051
H 0.812 2.554 0.877
H -6.097 -1.202 1.006
H -3.954 -1.523 5.725
H -2.365 1.571 1.371
H -1.999 2.098 6.147
H 1.638 3.822 3.097
H 4.550 1.478 2.441
H -0.276 -1.504 4.397
H -2.710 0.376 6.255
H 6.914 2.344 -3.615
H -6.331 0.424 0.212
H -2.118 -2.105 0.405
H 6.158 4.213 -1.756
H 3.400 -3.620 -7.139
H 1.691 -3.524 -7.684
H 6.992 0.879 3.500
H -4.504 -3.134 -0.532
H -3.388 2.495 3.845
H 2.776 -1.909 -5.773
H -9.650 -1.439 4.250
H -3.834 -2.821 3.507
H -7.889 -1.789 2.338
H -0.804 3.021 1.609
H -3.438 -1.173 -0.327
H 1.352 -1.144 -6.536
H 3.021 -3.525 -8.868
H -9.799 1.015 5.486
H 0.272 0.339 0.720
H -1.067 -5.385 3.725
H -0.690 -1.842 2.066
H 5.055 -1.325 -7.449
*
```

As for the HOMO energy: -4.65 eV. The gap between HOMO and LUMO is 6.6 eV.

---

Model x:
ORCA calculation (wB97M-V/def2-TZVPD) on a 3-piece molecular cluster, C32H60BF3O11PS overall.

ORCA input file:
```
! wB97M-V def2-TZVPD RIJCOSX def2/J DEFGRID3
* xyz -1 1
S -0.108 -1.968 3.826
P 2.794 1.947 1.778
F 0.762 4.869 -1.004
F 2.445 6.208 -1.473
F 1.858 6.031 0.640
O -0.791 5.124 2.474
O -5.564 -4.204 -0.536
O 1.819 0.650 4.378
O 5.282 3.212 4.320
O -3.009 -3.368 0.941
O -4.368 -3.901 -8.224
O -4.407 -2.593 -5.451
O -0.523 4.940 4.717
O 4.100 0.414 4.073
O -3.398 -0.800 -7.759
O -5.668 -2.731 2.384
C 7.277 1.079 2.555
C 1.971 5.282 -0.529
C 6.797 2.152 1.700
C -3.843 -5.183 -8.503
C 2.171 0.824 5.760
C -5.433 -2.659 -6.436
C 2.570 2.707 -0.013
C -3.716 -4.603 0.982
C 0.660 3.221 3.568
C 5.654 1.998 0.612
C -4.505 -1.916 2.261
C -2.878 -0.931 -6.441
C -6.027 -2.952 3.731
C -0.262 4.516 3.611
C 1.107 2.795 2.140
C -3.085 -2.346 -5.927
C -3.811 -2.186 0.935
C 0.678 -1.781 2.146
C -5.407 -3.940 -7.253
C 0.643 -0.241 1.682
C 8.310 1.374 3.559
C 8.420 3.791 2.875
C 3.633 3.538 2.519
C 3.047 4.123 -0.405
C -4.379 -4.964 -0.337
C 4.136 3.478 4.000
C -3.741 0.534 -8.071
C 7.400 3.484 1.890
C 1.999 0.285 1.131
C 4.425 1.170 1.106
C -5.821 -3.954 -1.903
C 8.876 2.715 3.746
B 2.902 1.007 3.490
H -1.805 -0.708 -6.484
H 2.935 2.011 -0.830
H 2.835 1.704 5.952
H -2.958 -5.363 1.191
H 0.199 2.351 1.624
H 0.030 -2.397 1.456
H -6.282 -2.006 4.222
H 5.496 3.034 0.233
H -3.443 -5.644 -7.594
H -2.436 -2.486 -5.059
H 4.167 0.548 0.189
H 1.408 3.400 4.370
H 1.965 0.203 0.006
H -3.369 -0.224 -5.763
H 3.492 3.770 4.896
H -2.789 -3.093 -6.666
H -6.712 -3.330 -1.972
H -3.808 -2.114 3.082
H -2.855 1.177 -8.043
H 3.361 4.082 -1.501
H -3.026 -5.065 -9.216
H -3.113 -1.365 0.747
H -0.316 -3.330 3.912
H -3.670 -4.803 -1.157
H 4.540 3.925 1.996
H 9.636 2.952 4.526
H -5.429 -1.773 -7.073
H -0.105 -0.252 0.830
H -6.000 -4.894 -2.436
H -4.829 -0.869 2.304
H 8.700 0.599 4.268
H -4.160 0.550 -9.077
H -0.028 2.418 3.973
H -6.899 -3.607 3.746
H 8.764 4.854 2.931
H -5.213 -3.448 4.271
H -4.987 -3.413 -2.362
H 1.454 2.648 -0.202
H -6.356 -4.048 -7.794
H 2.639 -0.092 6.221
H 2.752 -0.511 1.440
H 0.123 0.297 2.510
H -4.500 0.910 -7.375
H -5.282 -4.797 -6.583
H -4.424 -4.628 1.811
H 4.082 -0.549 3.950
H -4.669 -6.024 -0.323
H 2.956 4.449 2.543
H 4.865 0.331 1.730
H -6.372 -2.642 -5.877
H 6.180 1.448 -0.230
H 3.939 4.617 0.041
H -4.517 -2.196 0.103
H 1.214 1.015 6.321
H -0.441 6.038 2.503
H 6.858 0.052 2.475
H 1.699 -2.232 2.096
H 1.111 3.798 1.605
H -4.612 -5.826 -8.945
H 7.009 4.301 1.227
*
```

As for the HOMO energy: -4.42 eV. The gap between HOMO and LUMO is 6.4 eV.

---

Energetically preferred structure: model x | next structure: +5.128 eV

---

Model w:
ORCA calculation (wB97M-V/def2-TZVPD) on a 2-piece molecular cluster, C4H13NO2 overall.

ORCA input file:
```
! wB97M-V def2-TZVPD RIJCOSX def2/J DEFGRID3
* xyz 0 1
O 0.873 0.000 1.516
O -1.586 2.280 0.066
N 1.930 -0.324 -0.991
C 0.487 -0.682 -0.875
C 0.318 -1.047 0.707
C -0.485 0.287 -1.515
C -1.129 -1.139 1.053
H 0.276 -1.599 -1.449
H 1.714 -0.142 1.936
H 1.938 0.535 -0.535
H 2.422 -0.398 -1.834
H -1.403 1.849 0.827
H -0.194 0.256 -2.488
H 0.899 -1.897 0.827
H -1.384 -1.388 2.089
H -1.604 -0.109 0.902
H -0.363 1.311 -1.255
H -1.467 -0.159 -1.449
H -1.602 -1.767 0.331
H -2.192 3.025 0.158
*
```

As for the structure (SMILES): C[C@H](O)[C@@H](C)N.O. As for the HOMO energy: -8.81 eV. The gap between HOMO and LUMO is 9.6 eV.

---

Model x:
ORCA calculation (wB97M-V/def2-TZVPD) on a 3-piece molecular cluster, C4H13NO2 overall.

ORCA input file:
```
! wB97M-V def2-TZVPD RIJCOSX def2/J DEFGRID3
* xyz 0 1
O -1.180 3.369 0.692
O -2.861 -2.241 1.015
N 0.923 -0.941 -0.138
C 0.727 -0.623 -1.571
C 1.107 0.097 0.782
C -0.544 0.076 -1.754
C 1.975 -0.122 1.790
H 1.382 -1.746 0.123
H -1.261 -0.576 -2.283
H -2.992 -2.282 0.006
H -0.970 2.611 1.124
H -0.814 4.044 1.291
H 0.560 1.056 0.720
H 1.600 -0.002 -1.939
H 2.478 -1.094 1.706
H -0.892 0.544 -0.862
H 0.823 -1.653 -2.084
H -0.395 1.026 -2.418
H 2.189 0.586 2.640
H -1.855 -2.132 1.160
*
```

As for the structure (SMILES): C=CNCC.O.O. As for the HOMO energy: -8.26 eV. The gap between HOMO and LUMO is 9.0 eV.

---

Energetically preferred structure: model w | next structure: +0.564 eV